Entry from the OMol25 dataset: C34H44Cl5IrN5O3Si2 as an isolated structure at a distorted geometry (ωB97M-V/def2-TZVPD).

```
! RIJCOSX wB97M-V def2-TZVPD def2/J DEFGRID3
* xyz -1 5
Ir 14.10 10.86 11.99
Cl 19.61 9.84 15.43
C 18.02 10.24 15.09
C 17.08 10.73 16.07
Cl 17.47 10.94 17.69
C 15.78 11.07 15.72
Cl 14.42 11.71 16.59
C 15.41 10.83 14.39
O 14.21 11.23 13.95
C 16.25 10.10 13.46
O 15.72 9.62 12.35
C 17.62 10.07 13.78
Cl 18.67 9.73 12.43
C 15.15 11.69 7.38
Si 15.52 11.35 9.22
C 17.12 10.30 9.34
C 15.84 13.04 9.99
N 14.21 10.46 10.04
C 13.32 9.48 9.75
C 12.97 9.14 8.42
C 12.32 7.95 8.15
C 11.88 7.07 9.18
C 12.09 7.41 10.49
C 12.76 8.63 10.87
N 13.00 9.03 12.15
Si 12.32 8.14 13.53
C 12.50 8.80 15.28
C 13.01 6.41 13.51
C 10.47 8.33 13.30
H 15.94 12.37 7.04
H 14.18 12.21 7.28
H 15.20 10.79 6.72
H 17.93 10.84 8.82
H 16.94 9.31 8.90
H 17.42 10.13 10.36
H 16.94 13.16 9.84
H 15.65 13.16 11.06
H 15.33 13.84 9.45
H 13.35 9.77 7.61
H 12.12 7.73 7.12
H 11.37 6.14 8.90
H 11.67 6.84 11.31
H 13.55 8.90 15.59
H 12.04 8.06 15.95
H 11.99 9.75 15.42
H 14.10 6.38 13.40
H 12.57 5.70 12.78
H 12.74 6.06 14.51
H 10.28 9.30 12.88
H 9.97 8.31 14.26
H 9.97 7.57 12.73
C 11.89 15.18 8.09
C 10.48 14.55 8.09
C 9.64 15.06 6.90
C 10.70 13.04 7.92
C 9.76 14.95 9.41
O 9.55 16.39 9.21
C 8.32 14.45 9.56
C 7.98 13.25 10.49
C 7.89 11.86 9.88
C 7.09 11.64 8.73
C 7.09 10.42 8.09
C 7.90 9.37 8.53
Cl 8.27 7.93 7.60
C 8.51 9.49 9.77
C 8.52 10.73 10.43
C 10.58 14.90 10.75
N 11.03 13.56 11.27
C 12.16 12.89 10.92
N 12.50 12.07 11.91
C 11.53 12.20 12.82
N 10.61 13.11 12.54
H 12.38 15.06 7.12
H 12.51 14.69 8.84
H 11.87 16.25 8.38
H 10.31 15.06 6.06
H 9.22 16.07 7.08
H 8.81 14.34 6.68
H 11.08 12.82 6.92
H 9.75 12.52 8.06
H 11.43 12.63 8.63
H 9.67 16.86 10.04
H 7.98 14.18 8.57
H 7.70 15.29 9.86
H 6.96 13.50 10.91
H 8.59 13.22 11.40
H 6.46 12.44 8.36
H 6.50 10.24 7.19
H 9.03 8.63 10.17
H 9.01 10.82 11.40
H 9.93 15.34 11.55
H 11.51 15.52 10.67
H 12.76 13.12 10.04
H 11.57 11.63 13.76
*
```

Its calculated total energy is -4805.7968 a.u. The energy relative to the best compared isomer or geometry (same formula, charge and spin) comes out at 0.000 eV. As for the expectation value of S²: 6.039. The calculation puts the LUMO energy (spin up / spin down) at 2.415 / 0.965 eV. The value obtained for the largest force on an atom is 0.06445 Eh/bohr.

---

Entry from the OMol25 dataset: a 5-piece molecular cluster, C34H44F13N6O overall at a distorted geometry (ωB97M-V/def2-TZVPD).

```
! RIJCOSX wB97M-V def2-TZVPD def2/J DEFGRID3
* xyz 1 1
C -1.77 7.62 -0.59
C -2.20 6.37 -0.73
C -2.87 4.90 -0.96
C -1.79 3.82 -1.47
C -0.62 4.29 -2.46
C 0.36 3.08 -2.91
N 0.22 1.72 -2.50
N -0.78 1.42 -1.67
C -0.88 -0.06 -1.29
C -0.02 -0.98 -2.35
C -0.65 -2.49 -2.21
O -1.95 -2.55 -2.90
C -1.80 2.26 -1.07
C -2.95 1.80 -0.04
C -2.76 2.41 1.48
C -1.89 1.47 2.44
F -2.46 1.55 3.79
F -1.98 0.05 2.10
C -0.31 1.81 2.56
F 0.52 1.03 1.65
F 0.11 1.36 3.90
C 0.09 3.37 2.48
F 0.05 3.75 1.08
F -0.87 4.09 3.31
C 1.56 3.75 3.03
F 1.39 4.01 4.46
F 2.51 2.64 2.97
C 2.28 4.99 2.30
F 2.78 4.66 0.97
F 3.48 5.27 3.08
C 1.44 6.37 2.28
F 0.61 6.59 3.42
F 2.42 7.44 2.29
F 0.70 6.58 1.04
H -1.26 8.60 -0.27
H -3.51 4.58 -0.07
H -3.61 5.07 -1.85
H -0.48 5.38 -2.80
H 1.24 3.37 -3.60
H -0.44 -0.28 -0.26
H -1.98 -0.42 -1.42
H 1.11 -0.98 -2.07
H -0.22 -0.68 -3.45
H 0.06 -3.19 -2.80
H -0.72 -2.80 -1.09
H -2.10 -1.72 -3.42
H -3.94 2.29 -0.42
H -3.16 0.66 -0.03
H -2.44 3.51 1.42
H -3.84 2.42 1.92
C -1.32 -0.84 5.44
C -2.11 -1.13 6.71
C -2.13 -2.62 7.07
C -2.85 -3.42 6.07
N -3.41 -4.05 5.29
H -1.78 -1.31 4.56
H -1.30 0.24 5.25
H -0.29 -1.19 5.52
H -3.13 -0.75 6.60
H -1.65 -0.58 7.53
H -2.62 -2.74 8.04
H -1.11 -2.99 7.18
C 4.40 -2.47 0.45
C 3.02 -2.90 0.96
C 2.46 -4.11 0.22
C 2.19 -3.83 -1.20
N 1.98 -3.61 -2.31
H 4.36 -2.15 -0.59
H 4.77 -1.63 1.04
H 5.11 -3.29 0.54
H 2.33 -2.05 0.88
H 3.10 -3.14 2.02
H 1.53 -4.42 0.70
H 3.15 -4.96 0.30
C 5.36 -7.54 -2.33
C 6.33 -6.38 -2.54
C 7.33 -6.23 -1.39
C 6.68 -5.85 -0.13
N 6.16 -5.56 0.86
H 4.73 -7.38 -1.45
H 4.70 -7.63 -3.20
H 5.89 -8.48 -2.20
H 5.77 -5.46 -2.68
H 6.89 -6.56 -3.46
H 8.06 -5.45 -1.66
H 7.89 -7.15 -1.25
C -5.72 -0.11 -5.89
C -4.75 1.05 -6.09
C -3.75 1.20 -4.94
C -4.40 1.57 -3.68
N -4.92 1.85 -2.69
H -6.35 0.05 -5.01
H -6.38 -0.20 -6.76
H -5.19 -1.06 -5.77
H -5.32 1.97 -6.23
H -4.19 0.87 -7.02
H -3.03 1.98 -5.21
H -3.19 0.27 -4.81
*
```

Its calculated total energy is -3023.2679 a.u. The energy relative to the best compared isomer or geometry (same formula, charge and spin) comes out at 10.834 eV. The calculation puts the LUMO energy at -4.727 eV. The value obtained for the largest force on an atom is 0.14673 Eh/bohr.

---

Entry from the OMol25 dataset: C34H44F4N3O3ReS as an isolated structure (ωB97M-V/def2-TZVPD).

```
! RIJCOSX wB97M-V def2-TZVPD def2/J DEFGRID3
* xyz 1 2
Re -0.26 -0.23 0.23
C 1.16 -1.18 3.09
N 1.62 -0.66 1.78
C 2.70 -1.57 1.30
C 2.27 0.65 1.97
C 1.24 1.72 1.86
N 0.57 1.49 0.56
C 0.45 2.66 -0.21
C 0.95 2.71 -1.50
F 1.51 1.63 -2.04
C 0.90 3.89 -2.23
F 1.38 3.89 -3.47
C 0.37 5.04 -1.69
C -0.11 5.01 -0.40
F -0.64 6.09 0.15
C -0.08 3.83 0.33
F -0.60 3.80 1.56
H 2.02 -1.45 3.70
H 0.53 -2.05 2.93
H 0.60 -0.41 3.63
H 3.57 -1.42 1.94
H 2.96 -1.33 0.27
H 2.40 -2.60 1.40
H 3.00 0.78 1.16
H 2.81 0.67 2.92
H 1.70 2.71 1.88
H 0.52 1.68 2.68
H 0.34 5.96 -2.27
C -1.94 -0.88 -1.08
C -2.32 -1.56 0.13
C -2.43 -0.55 1.11
C -2.24 0.72 0.43
C -2.03 0.54 -0.96
C -2.41 1.41 -2.16
C -3.81 0.90 -2.55
C -2.54 2.89 -1.82
C -1.47 1.21 -3.34
C -2.92 -0.51 2.56
C -2.16 0.57 3.34
C -4.40 -0.09 2.53
C -2.78 -1.83 3.30
C -2.87 -3.01 0.02
C -2.39 -4.12 0.97
C -2.66 -3.55 -1.41
C -4.39 -2.82 0.21
H -1.71 -1.37 -2.01
H -2.32 1.67 0.93
H -4.51 0.97 -1.71
H -3.78 -0.14 -2.88
H -4.21 1.50 -3.37
H -3.19 3.05 -0.95
H -3.00 3.41 -2.66
H -1.58 3.35 -1.64
H -1.36 0.17 -3.62
H -0.47 1.60 -3.15
H -1.87 1.74 -4.21
H -2.38 1.58 2.99
H -1.09 0.41 3.30
H -2.46 0.53 4.39
H -4.53 0.87 2.04
H -4.76 0.00 3.55
H -5.03 -0.82 2.01
H -1.76 -2.22 3.24
H -3.46 -2.59 2.92
H -3.02 -1.68 4.35
H -1.54 -4.64 0.56
H -3.20 -4.84 1.06
H -2.11 -3.78 1.96
H -1.61 -3.60 -1.69
H -3.20 -2.98 -2.16
H -3.05 -4.57 -1.44
H -4.64 -2.66 1.26
H -4.90 -3.73 -0.11
H -4.77 -1.98 -0.38
O 0.32 -3.41 1.11
C 0.66 -3.18 -0.03
N 0.60 -1.93 -0.63
S 1.26 -1.91 -2.16
O 2.47 -1.14 -2.14
O 0.25 -1.55 -3.11
C 1.59 -3.63 -2.18
C 2.15 -4.37 -3.20
C 2.31 -5.73 -2.97
C 1.93 -6.31 -1.76
C 1.38 -5.54 -0.75
C 1.21 -4.19 -0.98
H 2.45 -3.92 -4.14
H 2.74 -6.36 -3.74
H 2.07 -7.37 -1.61
H 1.08 -5.97 0.20
*
```

Its calculated total energy is -2587.6631 a.u. The energy relative to the best compared isomer or geometry (same formula, charge and spin) comes out at 0.000 eV. As for the expectation value of S²: 0.760. The calculation puts the LUMO energy (spin up / spin down) at -3.798 / -4.333 eV. The value obtained for the largest force on an atom is 0.01223 Eh/bohr.

---

Entry from the OMol25 dataset: C34H45Cl2CsN5O7 as an isolated structure (ωB97M-V/def2-TZVPD).

```
! RIJCOSX wB97M-V def2-TZVPD def2/J DEFGRID3
* xyz 1 1
Cs 0.61 0.56 -0.66
C 3.35 1.37 2.39
C 2.55 2.64 2.22
O 1.96 2.78 0.95
C 2.71 3.46 -0.05
C 3.92 2.71 -0.56
O 3.52 1.41 -0.89
C 4.52 0.57 -1.45
C 5.23 -0.23 -0.38
O 4.26 -1.03 0.28
C 4.44 -1.23 1.66
C 3.13 -0.99 2.39
O 2.53 0.26 2.12
H 3.73 1.33 3.42
H 4.22 1.37 1.72
H 3.19 3.50 2.45
H 1.72 2.63 2.94
H 3.01 4.45 0.32
H 2.01 3.59 -0.88
H 4.74 2.70 0.18
H 4.29 3.24 -1.45
H 5.24 1.16 -2.03
H 4.02 -0.11 -2.14
H 5.71 0.45 0.34
H 6.01 -0.85 -0.84
H 5.23 -0.57 2.05
H 4.77 -2.26 1.86
H 3.31 -1.11 3.47
H 2.40 -1.74 2.08
Cl -5.06 4.16 1.74
C -4.21 3.00 0.77
C -3.34 3.45 -0.24
C -2.67 2.55 -1.01
Cl -1.59 3.13 -2.25
C -2.79 1.11 -0.87
O -2.16 0.32 -1.61
C -3.65 0.71 0.22
C -3.83 -0.67 0.60
O -3.25 -1.67 0.19
C -4.35 1.66 0.99
H -3.22 4.51 -0.40
H -4.58 -0.80 1.41
H -5.00 1.31 1.78
C -1.88 -3.62 -1.82
C -0.91 -2.43 -1.74
N 0.18 -2.71 -0.79
C 0.90 -3.90 -1.21
C -0.04 -5.13 -1.19
N -1.41 -4.64 -0.82
C -1.41 -4.04 0.56
C -0.36 -2.90 0.55
H -1.89 -4.11 -2.79
H -2.89 -3.33 -1.54
H -1.47 -1.55 -1.43
H -0.47 -2.23 -2.72
H 1.75 -4.06 -0.53
H 1.30 -3.72 -2.20
H 0.25 -5.87 -0.44
H -0.12 -5.62 -2.16
H -2.05 -5.43 -0.83
H -1.16 -4.84 1.26
H -2.41 -3.66 0.74
H 0.46 -3.14 1.23
H -0.84 -1.98 0.89
C -1.52 5.27 -9.57
C -0.92 4.85 -8.26
C 0.40 4.40 -8.18
C 0.97 4.05 -6.97
C 0.22 4.13 -5.80
N 0.80 3.75 -4.56
C 1.03 2.47 -4.14
O 1.61 2.22 -3.09
N 0.55 1.51 -5.00
C 0.72 0.12 -4.92
C 0.01 -0.67 -5.81
C 0.20 -2.04 -5.80
C 1.08 -2.58 -4.88
N 1.75 -1.84 -4.00
C 1.58 -0.52 -4.02
C -1.10 4.56 -5.86
C -1.65 4.93 -7.08
H -0.98 4.83 -10.41
H -1.48 6.35 -9.68
H -2.57 4.97 -9.63
H 0.99 4.34 -9.09
H 2.00 3.72 -6.92
H 1.07 4.45 -3.89
H 0.00 1.84 -5.78
H -0.68 -0.22 -6.52
H -0.33 -2.68 -6.50
H 1.27 -3.65 -4.86
H 2.14 0.08 -3.31
H -1.69 4.61 -4.95
H -2.68 5.27 -7.11
*
```

Its calculated total energy is -3063.3988 a.u. The energy relative to the best compared isomer or geometry (same formula, charge and spin) comes out at 0.175 eV. The calculation puts the LUMO energy at -2.219 eV. The value obtained for the largest force on an atom is 0.00332 Eh/bohr.

---

Entry from the OMol25 dataset: C34H45NO2SeW as an isolated structure at a distorted geometry (ωB97M-V/def2-TZVPD).

```
! RIJCOSX wB97M-V def2-TZVPD def2/J DEFGRID3
* xyz 0 3
W -0.02 -2.14 -1.19
C -4.70 3.94 1.09
C -3.38 3.85 0.31
C -3.53 4.66 -0.98
C -2.28 4.48 1.18
C -3.01 2.41 -0.03
C -1.81 2.15 -0.68
C -1.45 0.84 -0.96
Se 0.04 0.45 -2.10
C 1.67 0.71 -1.12
C 2.20 1.96 -0.88
C 3.47 2.09 -0.34
C 4.19 0.93 -0.09
C 3.70 -0.36 -0.33
C 2.41 -0.46 -0.86
O 1.85 -1.65 -1.13
C 4.53 -1.61 -0.02
C 3.81 -2.47 1.02
C 5.91 -1.25 0.54
C 4.75 -2.42 -1.31
C 4.03 3.49 -0.06
C 4.12 4.27 -1.38
C 5.43 3.44 0.55
C 3.11 4.23 0.91
C -2.28 -0.25 -0.66
O -1.89 -1.50 -0.91
C -3.53 0.00 -0.06
C -3.84 1.32 0.24
C -4.48 -1.15 0.29
C -4.79 -1.98 -0.96
C -3.82 -2.04 1.36
C -5.81 -0.64 0.85
H -4.90 4.98 1.35
H -4.66 3.36 2.01
H -5.54 3.58 0.49
H -3.83 5.69 -0.76
H -4.28 4.22 -1.64
H -2.59 4.71 -1.53
H -2.53 5.51 1.43
H -1.32 4.49 0.66
H -2.15 3.91 2.11
H -1.14 2.95 -0.96
H 1.61 2.84 -1.13
H 5.18 1.02 0.32
H 3.66 -1.91 1.95
H 4.42 -3.35 1.25
H 2.84 -2.82 0.66
H 5.83 -0.70 1.48
H 6.50 -0.66 -0.16
H 6.45 -2.17 0.75
H 3.82 -2.78 -1.72
H 5.40 -3.27 -1.10
H 5.25 -1.80 -2.07
H 4.75 3.75 -2.10
H 4.53 5.26 -1.21
H 3.13 4.40 -1.84
H 6.15 2.96 -0.11
H 5.43 2.91 1.51
H 5.78 4.45 0.74
H 2.10 4.34 0.50
H 3.50 5.23 1.11
H 3.03 3.69 1.86
H -4.79 1.52 0.71
H -3.89 -2.43 -1.39
H -5.27 -1.37 -1.72
H -5.48 -2.79 -0.70
H -2.90 -2.49 0.98
H -4.50 -2.84 1.64
H -3.59 -1.46 2.25
H -6.31 0.04 0.17
H -5.68 -0.14 1.81
H -6.47 -1.50 1.01
N -0.34 -3.83 -0.82
C -0.67 -5.12 -0.45
C -1.08 -5.38 0.86
C -1.42 -6.67 1.23
C -1.36 -7.71 0.31
C -0.95 -7.45 -0.99
C -0.61 -6.16 -1.37
H -1.12 -4.56 1.57
H -1.74 -6.86 2.25
H -1.63 -8.71 0.61
H -0.90 -8.25 -1.71
H -0.29 -5.95 -2.39
*
```

Its calculated total energy is -3996.3519 a.u. The energy relative to the best compared isomer or geometry (same formula, charge and spin) comes out at 0.089 eV. As for the expectation value of S²: 2.028. The calculation puts the LUMO energy (spin up / spin down) at 0.007 / -0.869 eV. The value obtained for the largest force on an atom is 0.03491 Eh/bohr.

---

- What is the calculated total energy in the first record?
  -4805.7968 a.u.

---

- Which value of calculated total energy does entry 2 give?
  -3023.2679 a.u.